No. 1
Formula: C16H47HgO8
Source: OMol25
Level of theory: wB97M-V/def2-TZVPD

XYZ file:
```
72
Properties=species:S:1:pos:R:3:forces:R:3
Hg -2.8785 -2.1974 -0.0304 1.58 0.31 -0.37
C -0.0121 1.2340 0.9157 -0.49 1.25 0.22
C -0.6896 0.2263 -0.0060 1.10 -0.64 1.47
O -2.0481 0.0166 0.2371 -0.15 -0.15 -0.10
H 0.0425 0.8796 1.9450 -0.26 -0.06 -0.01
H -0.5092 2.2031 0.8725 -0.33 -0.01 0.27
H 1.0088 1.5075 0.6490 0.11 -0.62 -0.52
H -0.1368 -0.6989 0.1567 -0.07 -0.51 -0.57
H -0.5426 0.5445 -1.0381 -0.34 0.11 -0.62
C 5.4169 -0.8783 1.3624 -0.85 -0.59 -0.51
C 4.3529 -0.2512 0.4482 0.73 1.23 0.25
O 4.9109 0.8180 -0.3039 0.38 0.00 0.16
H 5.7400 -0.2173 2.1666 0.09 0.13 -0.34
H 6.2491 -1.2727 0.7793 0.13 0.37 0.03
H 4.9700 -1.7560 1.8294 -0.09 -0.11 0.25
H 3.5996 0.2563 1.0507 -0.53 -0.50 0.47
H 3.8697 -0.9436 -0.2412 0.03 -0.48 0.12
H 4.5705 0.7795 -1.2007 0.23 -0.18 -0.30
C -3.1750 4.8144 -1.0222 0.64 -0.15 0.31
C -3.1969 3.3567 -1.4610 -0.12 0.83 -0.67
O -4.0383 2.5908 -0.6393 -0.41 -0.84 0.67
H -2.5933 5.3908 -1.7416 -0.20 0.14 -0.07
H -2.6715 4.9303 -0.0624 0.10 -0.12 0.10
H -4.1613 5.2548 -0.8763 -0.08 -0.24 -0.40
H -2.2090 2.8964 -1.4775 0.42 0.27 0.06
H -3.5649 3.2997 -2.4854 -0.09 0.02 -0.16
H -3.5318 1.8269 -0.3539 -0.20 -0.01 0.13
C 1.3927 -3.5122 -0.3089 -0.55 -0.20 -0.39
C 0.0061 -4.1694 -0.2589 0.56 -0.37 -0.55
O -0.9007 -3.3037 0.4630 -1.53 0.55 -1.14
H 1.2912 -2.4405 -0.4796 0.00 0.10 -0.11
H 1.9385 -3.9300 -1.1550 0.16 -0.04 0.10
H 1.9783 -3.6368 0.6019 -0.19 -0.19 -0.02
H 0.0389 -5.1638 0.1863 -0.07 0.17 0.47
H -0.4673 -4.3574 -1.2226 0.31 0.38 -0.17
H -0.6264 -3.2984 1.3830 0.31 -0.14 1.76
C -3.5156 2.9676 2.6140 -0.48 0.45 0.59
C -4.0081 1.5361 2.8090 0.62 1.14 0.13
O -2.8480 0.7305 3.1036 -0.78 -0.83 -0.30
H -2.9285 3.3190 3.4624 0.38 -0.37 -0.07
H -4.3421 3.6781 2.6234 -0.27 -0.15 -0.44
H -2.9799 3.0714 1.6704 0.06 0.08 0.12
H -4.5236 1.2655 1.8875 0.02 -0.54 -0.13
H -4.7168 1.4431 3.6320 0.29 -0.14 0.04
H -2.2958 0.7287 2.3184 0.24 0.39 -0.14
C 1.3630 -1.4922 3.3271 -0.10 1.03 0.14
C -0.1157 -1.9054 3.3332 1.62 1.42 1.12
O -0.1023 -3.2263 2.9075 -0.98 -1.40 -0.61
H 1.8402 -1.6719 2.3638 -0.22 -0.07 -0.20
H 1.9524 -2.0412 4.0616 -0.22 -0.14 0.12
H 1.5142 -0.4366 3.5527 -0.07 0.08 0.11
H -0.7502 -1.2572 2.7289 -0.05 -0.22 -0.41
H -0.5356 -1.8825 4.3388 -0.03 0.36 0.06
H 0.2394 -3.6899 3.6756 0.02 -0.83 -0.27
C -0.9053 -1.0779 -3.8791 -0.37 0.34 0.66
C -1.1680 -2.1344 -2.8078 1.39 -0.32 -1.64
O -2.5199 -2.0912 -2.3205 0.19 0.19 0.78
H -1.1494 -0.1025 -3.4582 0.21 0.24 -0.06
H -1.4980 -1.1662 -4.7896 -0.04 -0.38 0.03
H 0.1504 -1.1032 -4.1491 -0.05 0.02 -0.03
H -0.4139 -2.0250 -2.0284 -0.55 0.06 0.45
H -1.0169 -3.1122 -3.2653 0.00 -0.20 0.19
H -3.0340 -1.9887 -3.1247 -0.95 0.02 0.06
C 2.6501 2.4094 -2.2041 0.01 -1.42 0.41
C 2.5822 0.9818 -2.8188 0.08 1.32 -0.24
O 3.8841 0.3994 -2.8953 -0.77 0.19 -0.10
H 3.3648 3.0886 -2.6687 -0.13 -0.27 -0.29
H 2.9782 2.2506 -1.1768 0.05 0.37 0.15
H 1.6574 2.8587 -2.1775 0.00 0.05 -0.15
H 2.1132 1.0125 -3.8023 0.14 0.10 -0.30
H 1.9545 0.3164 -2.2261 -0.32 0.03 0.53
H 3.7005 -0.4516 -3.2999 0.71 -0.28 -0.12
```
Positions in Å, forces in eV/Å.

Properties
- Charge: +2
- LUMO level (spin up / spin down): -10.9 / -11.0 eV
- 2S+1: 2
- Kohn-Sham gap (spin up / spin down): 2.9 / 2.8 eV
- Expectation value of S²: 0.765

---

No. 2
Formula: C36H78BrN3O2PS
Source: OMol25
Level of theory: wB97M-V/def2-TZVPD

XYZ file:
```
122
Properties=species:S:1:pos:R:3:forces:R:3
N -1.7141 0.1384 5.2122 1.82 -1.53 -2.03
P -0.6357 0.8336 3.9873 -2.82 2.82 -0.13
O -1.5272 0.7189 2.5272 1.68 -2.14 2.69
N 0.8267 -0.2535 3.7767 1.43 -0.76 2.29
N 0.8585 -0.9315 2.6358 3.87 -2.78 0.60
C 1.9452 -1.8142 2.4456 1.33 -0.24 1.42
C 1.9537 -2.6585 1.0637 -0.45 1.43 0.13
C 3.4139 -3.1037 0.6107 2.72 1.44 0.18
O 4.4597 -2.4472 0.7315 -4.47 -2.28 -0.16
Br 3.5235 -4.8959 -0.2890 -0.34 1.37 0.75
C 3.1140 -2.0548 3.4859 -3.40 3.71 1.78
C 3.0035 -1.1702 4.7831 -2.75 -0.47 -3.65
C 1.7443 -0.2239 4.8758 2.95 -2.23 -2.54
S 1.5539 0.8383 6.3814 -0.14 -0.61 -0.68
H -1.1146 -0.0657 6.0292 -0.58 0.31 -0.19
H -2.0366 -0.7902 4.8624 -0.16 0.70 0.60
H -1.7305 -0.2446 2.3945 -0.13 1.06 -0.40
H 1.5798 -1.9060 0.2663 0.68 -1.23 1.09
H 1.1782 -3.5017 1.0700 1.42 1.05 0.19
H 3.9732 -2.7774 3.3089 -1.33 1.10 0.20
H 3.7604 -1.2128 5.6291 -1.19 0.14 -1.28
H 2.0920 2.0928 6.1211 -0.26 -1.12 -0.69
C -0.7315 -4.3428 -6.2396 0.12 0.01 -0.12
C -0.8363 -5.7249 -5.6113 -0.13 -0.01 0.01
C -1.5464 -5.7241 -4.2566 -0.01 -0.14 0.04
C -0.8565 -4.9137 -3.1557 0.01 0.13 -0.06
C 0.5834 -5.3247 -2.8440 -0.13 0.01 0.06
C 0.7066 -6.7518 -2.3275 0.16 0.00 -0.04
H -0.1330 -3.6636 -5.6269 -0.05 0.00 -0.04
H -0.2539 -4.4096 -7.2208 -0.05 0.08 0.07
H -1.7224 -3.9006 -6.3777 0.07 0.01 0.04
H 0.1623 -6.1639 -5.5198 -0.04 -0.01 0.03
H -1.3946 -6.3751 -6.2932 0.07 0.00 0.08
H -1.6683 -6.7602 -3.9236 0.00 0.06 0.01
H -2.5615 -5.3313 -4.3889 0.07 -0.02 0.00
H -1.4552 -4.9966 -2.2403 0.03 -0.01 -0.03
H -0.8676 -3.8517 -3.4246 -0.02 -0.04 -0.01
H 0.9795 -4.6448 -2.0810 0.01 0.02 -0.08
H 1.2179 -5.1975 -3.7264 -0.05 0.03 0.02
H 0.1099 -6.8915 -1.4217 0.00 -0.04 -0.06
H 1.7488 -6.9751 -2.0836 -0.08 -0.08 0.01
H 0.3787 -7.4804 -3.0725 0.01 0.03 0.08
C 7.0348 -4.2772 2.5458 0.20 -0.04 -0.05
C 6.9307 -5.6578 3.1767 -0.17 -0.02 0.01
C 6.2223 -5.6537 4.5324 0.10 -0.15 0.05
C 6.9136 -4.8409 5.6313 -0.04 0.12 -0.04
C 8.3533 -5.2518 5.9421 -0.05 0.04 0.11
C 8.4760 -6.6781 6.4608 0.13 -0.04 -0.05
H 7.6341 -3.5972 3.1564 -0.05 0.00 -0.05
H 7.5107 -4.3460 1.5641 -0.10 0.12 0.06
H 6.0428 -3.8352 2.4081 0.04 0.03 -0.03
H 7.9288 -6.0966 3.2677 -0.06 0.01 0.04
H 6.3712 -6.3095 2.4967 0.08 -0.01 0.07
H 6.1005 -6.6888 4.8677 -0.02 0.08 0.01
H 5.2057 -5.2605 4.4001 -0.01 -0.03 -0.03
H 6.3160 -4.9218 6.5473 0.05 -0.02 -0.03
H 6.9027 -3.7789 5.3602 0.00 -0.02 -0.01
H 8.7503 -4.5709 6.7026 -0.02 0.00 -0.11
H 8.9868 -5.1264 5.0586 -0.05 0.03 0.01
H 7.8805 -6.8160 7.3673 0.01 -0.03 -0.06
H 9.5175 -6.9019 6.7040 -0.11 -0.05 0.01
H 8.1466 -7.4080 5.7173 0.01 0.01 0.07
C -2.2772 7.3589 0.9418 -0.01 0.03 -0.18
C -2.5115 5.9033 1.3177 -0.09 0.01 0.08
C -1.9557 5.5336 2.6922 -0.03 -0.13 0.05
C -0.4384 5.6709 2.8446 0.01 0.13 -0.04
C 0.3941 4.8605 1.8499 0.10 0.07 0.13
C 0.1822 3.3581 1.9681 0.08 0.07 -0.30
H -1.2118 7.5917 0.8685 -0.06 0.03 0.01
H -2.7304 7.5741 -0.0300 0.06 0.06 0.08
H -2.7276 8.0301 1.6786 0.07 -0.03 -0.04
H -2.0882 5.2517 0.5465 0.00 -0.01 0.03
H -3.5906 5.7146 1.3191 0.08 -0.05 -0.01
H -2.2532 4.5050 2.9247 0.01 0.02 0.02
H -2.4363 6.1626 3.4507 0.02 -0.04 -0.06
H -0.1669 5.3709 3.8641 0.01 0.01 -0.05
H -0.1566 6.7255 2.7589 -0.03 -0.06 0.01
H 1.4529 5.0779 2.0284 -0.07 0.04 -0.06
H 0.1849 5.1799 0.8244 -0.01 0.02 0.05
H 0.4226 3.0094 2.9751 -0.01 0.14 -0.05
H 0.8313 2.8301 1.2633 -0.06 -0.06 0.02
H -0.8489 3.0766 1.7419 0.07 -0.01 0.05
C -3.7235 7.5054 -6.6835 0.12 0.01 -0.12
C -3.8205 6.1233 -6.0540 -0.14 -0.02 0.01
C -4.5220 6.1226 -4.6948 0.00 -0.12 0.04
C -3.8275 6.9353 -3.5981 -0.01 0.13 -0.06
C -2.3849 6.5283 -3.2958 -0.08 0.06 0.10
C -2.2551 5.1019 -2.7802 0.16 -0.06 -0.03
H -3.1233 8.1864 -6.0749 -0.06 -0.01 -0.04
H -3.2520 7.4395 -7.6678 -0.05 0.08 0.07
H -4.7165 7.9447 -6.8155 0.08 0.01 0.04
H -2.8201 5.6872 -5.9686 -0.03 -0.01 0.03
H -4.3814 5.4712 -6.7323 0.07 -0.01 0.07
H -4.6388 5.0859 -4.3606 -0.01 0.04 0.01
H -5.5390 6.5124 -4.8207 0.07 -0.02 -0.01
H -4.4200 6.8509 -2.6791 0.04 0.00 -0.03
H -3.8432 7.9969 -3.8669 -0.02 -0.06 0.01
H -1.9856 7.2089 -2.5356 0.00 0.00 -0.09
H -1.7564 6.6571 -4.1823 -0.05 0.02 0.01
H -2.8456 4.9607 -1.8703 -0.02 -0.03 -0.05
H -1.2106 4.8815 -2.5429 -0.07 -0.07 0.02
H -2.5862 4.3722 -3.5235 -0.01 0.01 0.07
C -3.7122 -1.9110 -2.5107 -0.13 -0.07 -0.07
C -3.6304 -0.4443 -2.9091 0.14 0.01 -0.01
C -2.8646 0.4168 -1.9033 -0.03 0.12 -0.05
C -3.4784 0.4911 -0.5018 0.03 -0.06 0.03
C -4.9176 1.0056 -0.4428 0.07 0.04 0.11
C -5.0712 2.4354 -0.9453 -0.13 -0.01 -0.05
H -4.2600 -2.0464 -1.5746 0.04 -0.02 -0.04
H -4.2325 -2.4835 -3.2834 0.06 -0.03 0.11
H -2.7124 -2.3396 -2.3910 -0.05 0.00 0.02
H -4.6389 -0.0482 -3.0622 0.05 0.02 0.02
H -3.1244 -0.3754 -3.8781 -0.07 0.05 0.06
H -2.7659 1.4285 -2.3109 0.00 -0.03 0.06
H -1.8421 0.0300 -1.8119 -0.03 0.00 -0.03
H -2.8448 1.1377 0.1176 -0.05 0.01 -0.03
H -3.4408 -0.5003 -0.0350 -0.01 -0.03 -0.03
H -5.2555 0.9656 0.5986 0.00 -0.05 -0.07
H -5.5842 0.3458 -1.0065 0.06 -0.02 0.03
H -4.4422 3.1207 -0.3702 0.00 -0.01 -0.06
H -6.1091 2.7613 -0.8405 0.10 0.05 -0.03
H -4.8023 2.5238 -2.0009 0.01 0.04 0.07
```
Positions in Å, forces in eV/Å.

Properties
- Charge: +1
- LUMO level: -5.4 eV
- Kohn-Sham gap: 6.7 eV

---

| no. | calculated total energy (Ha) |
| --- | --- |
| 1 | -1392.281231 |
| 2 | -5046.412416 |